1.
Molecular formula: C36H65BaN2O7P2S2Si
Method: DFT, ωB97M-V/def2-TZVPD

The geometry in XYZ format:
```
116
Properties=species:S:1:pos:R:3:mulliken_charge:R:1
Ba 0.992 0.599 0.670 -2.903
C -6.686 -1.619 -0.591 -1.634
C -5.690 -0.573 -0.166 1.045
C -4.324 -0.828 -0.202 -0.303
C -3.410 0.135 0.198 -0.268
C -3.861 1.371 0.634 -0.398
C -5.222 1.642 0.685 -1.132
C -6.126 0.673 0.284 -0.743
S -2.691 2.631 1.095 1.414
O -3.377 3.494 2.038 -0.799
O -2.252 3.267 -0.131 -0.724
N -1.451 1.864 1.700 1.011
C -1.545 1.186 2.893 -0.538
C -2.670 1.104 3.741 -0.881
C -2.573 0.363 4.898 -0.621
C -1.384 -0.285 5.222 -1.047
C -0.331 -0.151 4.339 -0.549
N -0.401 0.558 3.218 1.676
H -6.183 -2.507 -0.972 0.138
H -7.345 -1.239 -1.374 0.375
H -7.316 -1.923 0.248 0.381
H -3.949 -1.781 -0.550 0.120
H -2.352 -0.090 0.171 0.846
H -5.553 2.607 1.046 0.483
H -7.190 0.883 0.324 0.363
H -3.577 1.631 3.490 0.498
H -3.431 0.291 5.557 0.396
H -1.282 -0.877 6.122 0.437
H 0.627 -0.627 4.522 0.282
C 0.817 0.590 -3.321 -1.124
C -0.508 -0.034 -2.902 1.497
C -1.555 1.038 -2.642 -1.213
C -0.999 -0.980 -3.995 -1.431
O -0.290 -0.710 -1.643 0.969
Si -0.316 -2.333 -1.228 0.123
S 0.059 -2.458 0.775 -0.684
O -1.812 -2.862 -1.717 0.406
C -2.247 -4.197 -1.978 1.859
C -1.631 -5.188 -0.995 -1.550
C -1.888 -4.570 -3.415 -1.467
C -3.763 -4.191 -1.810 -1.990
O 0.708 -3.145 -2.252 0.405
C 2.098 -3.465 -2.176 2.310
C 2.900 -2.320 -1.576 -1.025
C 2.536 -3.718 -3.614 -1.973
C 2.268 -4.726 -1.335 -1.940
H 0.673 1.220 -4.203 0.483
H 1.542 -0.188 -3.570 0.184
H 1.245 1.198 -2.520 -0.317
H -1.707 1.648 -3.536 0.532
H -1.257 1.699 -1.826 -0.155
H -2.506 0.579 -2.371 0.225
H -1.098 -0.420 -4.928 0.533
H -1.968 -1.401 -3.732 0.102
H -0.296 -1.799 -4.150 0.147
H -0.549 -5.236 -1.119 0.058
H -2.044 -6.186 -1.164 0.499
H -1.837 -4.882 0.031 0.315
H -0.808 -4.527 -3.551 0.025
H -2.353 -3.870 -4.111 0.319
H -2.240 -5.579 -3.646 0.481
H -4.025 -3.979 -0.772 0.448
H -4.184 -5.162 -2.082 0.540
H -4.205 -3.424 -2.449 0.317
H 2.727 -1.392 -2.123 -0.256
H 3.969 -2.540 -1.609 0.764
H 2.618 -2.159 -0.536 -0.186
H 2.405 -2.811 -4.208 0.365
H 1.932 -4.512 -4.057 0.361
H 3.587 -4.012 -3.653 0.402
H 1.879 -4.551 -0.331 0.268
H 3.324 -5.000 -1.265 0.482
H 1.724 -5.559 -1.786 0.371
C 2.981 4.706 2.612 -1.612
P 1.505 3.617 2.429 1.570
C 0.986 3.513 4.185 -1.338
C 0.255 4.824 1.826 -0.622
C 0.362 5.186 0.340 -1.431
P 0.756 3.766 -0.799 1.924
C 2.467 4.227 -1.300 -1.348
C -0.135 4.337 -2.301 -1.437
H 2.752 5.591 3.211 0.418
H 3.337 5.025 1.632 0.363
H 3.788 4.151 3.095 0.399
H 0.954 4.501 4.652 0.492
H 1.677 2.873 4.736 0.332
H -0.002 3.056 4.236 0.204
H 0.292 5.729 2.443 0.670
H -0.708 4.348 2.011 -0.029
H 1.113 5.966 0.182 0.516
H -0.598 5.587 0.011 0.534
H 2.537 5.274 -1.608 0.540
H 2.780 3.577 -2.119 0.357
H 3.153 4.038 -0.473 0.088
H 0.097 5.379 -2.537 0.491
H -1.204 4.226 -2.127 0.302
H 0.150 3.710 -3.148 0.296
C 4.924 -0.277 3.236 -0.582
C 4.357 -1.667 3.525 -0.785
C 3.016 -1.596 2.815 0.348
O 2.570 -0.241 2.985 0.192
C 3.680 0.599 3.321 0.006
H 5.319 -0.241 2.220 0.064
H 5.698 0.032 3.939 0.471
H 4.216 -1.813 4.600 0.317
H 4.983 -2.474 3.144 0.392
H 2.251 -2.256 3.224 0.385
H 3.124 -1.805 1.748 -0.500
H 3.521 0.985 4.334 0.489
H 3.714 1.435 2.620 -0.322
C 4.738 1.249 -1.475 -1.654
C 3.471 0.986 -0.662 0.871
O 3.646 0.205 0.299 -0.844
H 4.548 0.986 -2.521 0.364
H 5.598 0.682 -1.095 0.310
H 4.958 2.320 -1.462 0.393
```

Computed properties:
Net charge ... -1
Energy above the lowest of the compared OMol25 structures with the same formula, charge and spin ... 0.0 kJ/mol
HOMO energy ... -3.935 eV

2.
Molecular formula: C36H66BN9O10S
Method: DFT, ωB97M-V/def2-TZVPD

The geometry in XYZ format:
```
123
Properties=species:S:1:pos:R:3:mulliken_charge:R:1
O -6.380 7.741 -2.067 -0.518
B -4.922 7.503 -2.070 0.554
O -3.971 8.457 -1.397 -0.588
C -4.180 6.165 -2.752 0.098
C -3.185 6.376 -4.038 -0.373
C -2.412 5.052 -4.677 -0.452
C -2.704 3.591 -3.954 0.289
C -3.732 3.401 -2.648 -0.271
C -4.499 4.726 -2.017 -0.190
N -3.975 2.037 -2.040 -0.276
C -2.680 1.312 -1.700 -0.047
C -2.352 0.643 -0.212 -0.342
C -0.922 -0.147 0.138 -0.455
C 0.248 -0.343 -1.040 -0.355
C -0.054 0.318 -2.545 -0.062
C -1.468 1.137 -2.840 0.266
S -1.862 1.970 -4.514 -0.193
H -6.572 8.070 -1.120 0.305
H -3.239 7.824 -1.066 0.346
H -2.971 7.443 -4.523 0.245
H -1.656 5.124 -5.583 0.262
H -5.229 4.627 -1.094 0.302
H -4.459 1.490 -2.808 0.376
H -3.184 0.745 0.620 0.278
H -0.673 -0.594 1.208 0.260
H 1.256 -0.898 -0.793 0.358
H 0.740 0.213 -3.428 0.327
C -10.280 5.136 -0.926 -0.841
N -8.891 4.749 -0.867 -0.106
C -8.114 4.547 0.236 0.661
C -8.741 4.740 1.589 -1.015
O -6.938 4.216 0.103 -0.654
H -10.826 4.357 -1.463 0.293
H -10.347 6.072 -1.486 0.264
H -10.718 5.271 0.064 0.322
H -8.396 4.599 -1.738 0.228
H -7.997 4.542 2.366 0.338
H -9.089 5.771 1.698 0.130
H -9.572 4.041 1.721 0.330
C 2.238 -6.263 -0.937 -0.844
N 1.691 -5.155 -0.191 -0.074
C 0.925 -4.123 -0.648 0.775
C 0.577 -4.091 -2.110 -1.251
O 0.541 -3.256 0.133 -0.624
H 1.854 -7.188 -0.500 0.245
H 3.325 -6.241 -0.829 0.272
H 1.976 -6.224 -1.995 0.379
H 1.881 -5.104 0.803 0.113
H -0.036 -3.211 -2.319 0.250
H 1.489 -4.027 -2.711 0.355
H 0.005 -4.983 -2.379 0.395
C 5.492 0.647 -1.850 -0.864
N 4.158 0.644 -2.402 -0.033
C 3.763 0.304 -3.662 0.551
C 4.818 -0.130 -4.642 -1.199
O 2.574 0.360 -3.966 -0.673
H 5.505 -0.027 -0.991 0.375
H 5.717 1.662 -1.513 0.253
H 6.243 0.329 -2.575 0.277
H 3.390 0.925 -1.803 0.209
H 4.348 -0.367 -5.601 0.294
H 5.538 0.677 -4.801 0.350
H 5.324 -1.027 -4.275 0.369
C -9.826 9.896 4.086 -0.863
N -9.902 8.547 3.580 -0.144
C -10.969 7.914 3.013 0.785
C -12.255 8.680 2.875 -1.333
O -10.857 6.751 2.633 -0.629
H -9.039 10.420 3.538 0.287
H -9.553 9.847 5.143 0.292
H -10.767 10.436 3.978 0.331
H -9.074 7.965 3.637 0.226
H -13.010 8.042 2.406 0.282
H -12.621 8.979 3.861 0.383
H -12.103 9.557 2.241 0.374
C 8.884 -1.619 -9.272 -0.842
N 8.450 -1.257 -7.944 -0.175
C 7.335 -0.563 -7.576 0.756
C 6.404 -0.092 -8.660 -1.245
O 7.118 -0.341 -6.387 -0.605
H 8.962 -2.707 -9.318 0.280
H 9.872 -1.181 -9.437 0.283
H 8.197 -1.269 -10.044 0.322
H 9.024 -1.538 -7.157 0.239
H 5.564 0.444 -8.210 0.250
H 6.928 0.591 -9.334 0.375
H 6.011 -0.948 -9.214 0.360
C 2.261 -5.646 5.132 -0.668
N 3.040 -6.119 4.012 -0.140
C 2.853 -7.246 3.267 0.696
C 1.701 -8.146 3.619 -1.047
O 3.619 -7.499 2.340 -0.676
H 1.875 -4.655 4.882 0.273
H 2.925 -5.564 5.996 0.214
H 1.430 -6.310 5.372 0.272
H 3.835 -5.568 3.713 0.231
H 1.685 -9.000 2.936 0.306
H 1.815 -8.521 4.639 0.199
H 0.757 -7.604 3.515 0.360
C 2.451 -9.916 9.142 -0.884
N 2.119 -8.789 8.303 -0.154
C 0.898 -8.425 7.818 0.800
C -0.290 -9.276 8.176 -1.346
O 0.795 -7.425 7.111 -0.606
H 2.904 -9.533 10.060 0.292
H 3.182 -10.530 8.611 0.288
H 1.578 -10.521 9.391 0.334
H 2.866 -8.166 8.018 0.223
H -1.189 -8.857 7.715 0.306
H -0.150 -10.292 7.799 0.366
H -0.430 -9.287 9.260 0.373
C 9.612 0.330 3.003 -0.841
N 8.278 0.327 2.452 -0.186
C 7.883 -0.013 1.191 0.757
C 8.938 -0.447 0.211 -1.169
O 6.694 0.043 0.888 -0.606
H 9.625 -0.344 3.862 0.280
H 9.836 1.345 3.341 0.284
H 10.363 0.012 2.279 0.319
H 7.510 0.608 3.050 0.244
H 8.468 -0.685 -0.747 0.207
H 9.658 0.360 0.053 0.352
H 9.444 -1.344 0.579 0.357
```

Computed properties:
SMILES string ... OB(O)c1ccc2c(c1)Nc1ccccc1S2.CNC(C)=O.CNC(C)=O.CNC(C)=O.CNC(C)=O.CNC(C)=O.CNC(C)=O.CNC(C)=O.CNC(C)=O
Energy above the lowest of the compared OMol25 structures with the same formula, charge and spin ... 854.2 kJ/mol
HOMO energy ... -6.997 eV

3.
Molecular formula: C36H67BBrFeN6Si
Method: DFT, ωB97M-V/def2-TZVPD

The geometry in XYZ format:
```
113
Properties=species:S:1:pos:R:3:mulliken_charge:R:1
Fe 0.053 -0.155 -0.040 -0.096
C -2.910 4.099 -1.176 -1.376
C -2.402 2.725 -1.480 0.168
C -2.706 1.901 -2.531 -0.587
C -1.958 0.737 -2.347 -0.206
N -1.224 0.844 -1.213 -0.121
N -1.518 2.083 -0.709 0.672
B -0.852 2.573 0.563 -0.459
N 0.654 2.563 0.374 0.638
N 1.312 1.390 0.115 -0.101
C 2.622 1.727 0.027 -0.191
C 2.765 3.102 0.223 -0.587
C 1.503 3.593 0.439 0.163
C 1.069 4.998 0.710 -1.366
C 3.802 0.827 -0.241 2.588
C 4.818 0.995 0.895 -1.930
C 3.398 -0.614 -0.327 -1.652
C 4.436 1.248 -1.574 -1.951
N -1.213 1.634 1.702 0.647
N -0.917 0.295 1.627 -0.136
C -1.394 -0.239 2.782 -0.195
C -1.965 0.768 3.560 -0.590
C -1.832 1.930 2.846 0.153
C -2.275 3.314 3.204 -1.383
C -1.359 -1.674 3.249 2.639
C -2.792 -2.119 3.571 -1.937
C -0.493 -1.746 4.514 -1.957
C -0.786 -2.595 2.216 -1.699
C -2.021 -0.419 -3.314 2.618
C -3.448 -0.985 -3.299 -1.944
C -1.062 -1.511 -2.945 -1.689
C -1.678 0.094 -4.718 -1.952
H -3.625 4.393 -1.942 0.418
H -2.103 4.832 -1.162 0.218
H -3.410 4.139 -0.208 0.224
H -3.389 2.118 -3.338 0.588
H -1.224 3.684 0.816 0.005
H 3.681 3.671 0.210 0.580
H 1.941 5.650 0.700 0.415
H 0.586 5.090 1.683 0.220
H 0.367 5.355 -0.044 0.225
H 4.386 0.704 1.856 0.391
H 5.159 2.028 0.980 0.406
H 5.693 0.367 0.707 0.421
H 2.883 -0.947 0.577 0.159
H 4.277 -1.250 -0.452 0.929
H 2.755 -0.782 -1.190 -0.224
H 4.831 2.264 -1.526 0.414
H 3.704 1.210 -2.385 0.354
H 5.262 0.576 -1.823 0.446
H -2.424 0.661 4.530 0.589
H -2.740 3.297 4.188 0.414
H -3.001 3.701 2.489 0.222
H -1.436 4.010 3.235 0.230
H -3.244 -1.492 4.341 0.407
H -2.787 -3.149 3.937 0.428
H -3.427 -2.072 2.684 0.376
H -0.927 -1.165 5.330 0.419
H 0.511 -1.358 4.324 0.343
H -0.405 -2.783 4.848 0.448
H -1.329 -2.535 1.270 0.183
H -0.841 -3.630 2.559 0.947
H 0.264 -2.369 2.040 -0.225
H -3.739 -1.284 -2.289 0.343
H -3.509 -1.861 -3.950 0.445
H -4.172 -0.250 -3.653 0.419
H -1.344 -1.966 -1.997 -0.185
H -0.035 -1.144 -2.879 0.146
H -1.077 -2.302 -3.698 0.937
H -2.369 0.876 -5.038 0.418
H -1.741 -0.725 -5.439 0.424
H -0.666 0.505 -4.750 0.378
C -0.003 -5.949 0.969 -1.961
C 1.478 -5.746 0.615 3.024
C 2.154 -7.135 0.533 -1.714
C 2.140 -4.971 1.768 -1.597
Si 1.624 -4.904 -1.071 -3.044
Br 0.884 -2.666 -0.584 0.255
C 3.384 -4.607 -1.691 2.979
C 3.922 -5.926 -2.293 -1.750
C 4.290 -4.205 -0.517 -1.958
C 3.498 -3.517 -2.772 -1.578
C 0.371 -5.449 -2.376 2.960
C 0.636 -4.706 -3.695 -1.923
C -1.098 -5.207 -1.983 -1.588
C 0.549 -6.965 -2.626 -1.752
H -0.064 -6.318 1.999 0.715
H -0.477 -6.697 0.335 0.319
H -0.590 -5.030 0.909 0.209
H 1.974 -7.670 1.473 0.521
H 3.236 -7.058 0.411 0.326
H 1.765 -7.761 -0.271 0.296
H 1.790 -5.405 2.712 0.571
H 1.886 -3.914 1.782 0.066
H 3.222 -5.055 1.762 0.389
H 3.867 -6.771 -1.606 0.310
H 4.978 -5.789 -2.552 0.502
H 3.400 -6.200 -3.212 0.328
H 4.462 -5.034 0.170 0.313
H 3.902 -3.362 0.059 0.225
H 5.267 -3.915 -0.919 0.703
H 3.156 -3.855 -3.745 0.395
H 4.557 -3.255 -2.876 0.572
H 2.959 -2.604 -2.526 0.036
H 0.673 -3.621 -3.579 0.204
H -0.176 -4.941 -4.392 0.707
H 1.564 -5.029 -4.167 0.309
H -1.282 -4.212 -1.586 0.063
H -1.461 -5.929 -1.259 0.384
H -1.711 -5.320 -2.885 0.566
H 1.568 -7.244 -2.895 0.317
H -0.097 -7.263 -3.459 0.495
H 0.251 -7.560 -1.761 0.334
```

Computed properties:
Net charge ... +1
HOMO energy (spin up / spin down) ... -11.278 / -11.278 eV

no.,DFT total energy (eV)
1,-104529.8005
2,-83788.6434
3,-160343.5567